w.
C27H23BiCl2N7O3S | ωB97M-V/def2-TZVPD

Geometry as ORCA input:
```
! wB97M-V def2-TZVPD RIJCOSX def2/J DEFGRID3
* xyz 1 1
Bi 1.11 -1.16 0.10
N -2.98 -3.87 -1.19
C -1.64 -3.92 -1.20
N -1.16 -2.88 -0.55
C -2.27 -2.21 -0.17
N -3.40 -2.78 -0.53
C -2.25 -0.95 0.58
C -3.45 -0.37 0.99
N -3.49 0.77 1.67
C -2.33 1.35 1.93
C -1.12 0.81 1.51
N -1.08 -0.35 0.85
H -3.64 -4.51 -1.59
H -1.07 -4.71 -1.68
H -4.38 -0.86 0.77
H -2.34 2.30 2.46
H -0.19 1.32 1.70
Cl 0.33 -2.64 -7.21
C 0.32 -2.04 -5.59
C -0.87 -1.56 -5.04
C -0.89 -1.08 -3.75
Cl -2.39 -0.50 -3.10
C 0.26 -1.04 -2.93
O 0.19 -0.49 -1.75
C 1.45 -1.56 -3.51
C 2.70 -1.64 -2.79
O 2.88 -1.45 -1.59
C 1.46 -2.04 -4.83
H -1.78 -1.57 -5.63
H 3.57 -1.91 -3.40
H 2.39 -2.42 -5.25
C 0.69 -2.77 6.03
C 0.13 -3.08 4.80
C 0.44 -2.30 3.69
C 1.29 -1.21 3.83
C 1.84 -0.89 5.06
C 1.54 -1.68 6.16
N 1.53 -0.46 2.65
N 2.16 0.60 2.78
C 2.36 1.33 1.57
C 2.99 2.56 1.73
C 3.21 3.37 0.63
C 2.81 2.93 -0.63
C 2.19 1.70 -0.78
C 1.95 0.89 0.32
H 0.46 -3.38 6.89
H -0.53 -3.93 4.69
H 0.01 -2.53 2.72
H 2.51 -0.04 5.15
H 1.97 -1.45 7.12
H 3.29 2.87 2.73
H 3.70 4.33 0.74
H 2.99 3.56 -1.50
H 1.87 1.38 -1.77
C -0.85 5.39 -1.24
S -0.72 3.60 -1.30
C -2.38 3.27 -1.87
O -0.68 3.14 0.13
H -1.67 5.66 -0.57
H -1.01 5.78 -2.24
H 0.09 5.77 -0.84
H -3.09 3.70 -1.16
H -2.49 2.19 -1.92
H -2.51 3.70 -2.87
*
```

- HOMO (eV) = -10.97
- Kohn-Sham gap (eV) = 7.52

Here are the natural (NBO) charges for atoms 1 to 2, given in e: number 1, Bi, carries 1.80; number 2, N, carries -0.32

=====

x.
C27H23BiCl2N7O3S | ωB97M-V/def2-TZVPD

Geometry as ORCA input:
```
! wB97M-V def2-TZVPD RIJCOSX def2/J DEFGRID3
* xyz 1 1
Bi 0.05 0.41 0.30
N 3.68 -2.43 0.32
C 2.49 -2.10 -0.20
N 2.18 -0.89 0.22
C 3.22 -0.51 1.00
N 4.15 -1.44 1.08
C 3.28 0.80 1.60
C 4.35 1.24 2.38
N 4.39 2.46 2.86
C 3.37 3.27 2.60
C 2.29 2.84 1.84
N 2.25 1.62 1.34
H 4.21 -3.29 0.22
H 1.90 -2.70 -0.85
H 5.19 0.60 2.60
H 3.43 4.27 2.99
H 1.44 3.47 1.61
Cl -2.52 -5.93 3.64
C -1.85 -4.71 2.62
C -2.08 -4.76 1.24
C -1.55 -3.78 0.44
Cl -1.85 -3.83 -1.26
C -0.76 -2.69 0.93
O -0.30 -1.86 0.05
C -0.52 -2.69 2.34
C 0.31 -1.75 3.05
O 0.89 -0.76 2.63
C -1.07 -3.71 3.15
H -2.67 -5.55 0.81
H 0.44 -2.01 4.12
H -0.87 -3.68 4.21
C -5.35 -1.64 -1.02
C -4.98 -1.05 -2.22
C -3.76 -0.42 -2.33
C -2.89 -0.38 -1.23
C -3.30 -0.91 0.00
C -4.51 -1.56 0.09
N -1.61 0.13 -1.36
N -1.23 0.42 -2.52
C 0.04 0.85 -2.72
C 0.40 1.18 -4.03
C 1.68 1.61 -4.29
C 2.59 1.73 -3.25
C 2.23 1.42 -1.95
C 0.96 0.95 -1.66
H -6.29 -2.17 -0.95
H -5.64 -1.08 -3.07
H -3.45 0.04 -3.25
H -2.65 -0.84 0.86
H -4.81 -2.01 1.02
H -0.35 1.08 -4.80
H 1.98 1.85 -5.30
H 3.60 2.07 -3.46
H 2.95 1.54 -1.15
C -2.58 3.98 1.64
S -1.13 4.07 0.52
C -1.88 5.24 -0.68
O -1.10 2.75 -0.18
H -3.44 3.56 1.12
H -2.79 4.98 1.99
H -2.32 3.35 2.49
H -2.81 4.82 -1.06
H -1.17 5.39 -1.48
H -2.05 6.18 -0.16
*
```

- HOMO (eV) = -10.35
- Kohn-Sham gap (eV) = 6.68

Here are the natural (NBO) charges for atoms 1 to 2, given in e: number 1, Bi, carries 1.79; number 2, N, carries -0.32

=====

On energetic grounds, w is preferred over the next structure by 0.0119 hartree.

=====

w.
C2H3N2O2S | ωB97M-V/def2-TZVPD

Geometry as ORCA input:
```
! wB97M-V def2-TZVPD RIJCOSX def2/J DEFGRID3
* xyz -1 1
C -0.48 -0.03 -0.62
C 0.06 1.05 0.15
N -1.58 0.11 -1.32
N -3.23 0.05 0.06
O -2.95 0.69 1.03
O 1.10 0.55 0.86
S 0.10 2.70 -0.07
H -0.08 -1.14 -0.49
H -1.63 -0.79 -1.68
H 1.56 1.28 1.37
*
```

- HOMO (spin up / spin down) (eV) = -1.95 / -3.54
- Kohn-Sham gap (spin up / spin down) (eV) = 5.77 / 7.30

Here are the natural (NBO) charges for atoms 1 to 2, given in e: number 1, C, carries -0.06; number 2, C, carries 0.08

=====

x.
C2H3N2O2S | ωB97M-V/def2-TZVPD

Geometry as ORCA input:
```
! wB97M-V def2-TZVPD RIJCOSX def2/J DEFGRID3
* xyz -1 1
C 1.85 0.65 0.13
C -1.34 0.65 0.01
N 0.03 -0.92 -0.92
N -0.83 -0.59 0.09
O -1.18 -1.32 1.01
O 0.97 1.31 0.53
S 3.13 -0.14 -0.32
H -0.97 1.51 -0.53
H -2.16 0.74 0.64
H 0.50 -1.89 -0.66
*
```

- HOMO (eV) = -2.39
- Kohn-Sham gap (eV) = 5.60

Here are the natural (NBO) charges for atoms 1 to 2, given in e: number 1, C, carries 0.47; number 2, C, carries -0.44

=====

On energetic grounds, x is preferred over the next structure by 0.0066 hartree.

=====

w.
C3H7IN | ωB97M-V/def2-TZVPD

Geometry as ORCA input:
```
! wB97M-V def2-TZVPD RIJCOSX def2/J DEFGRID3
* xyz 1 1
C -1.18 1.12 1.50
C 0.04 0.06 -0.07
C 1.22 -1.08 -1.88
N 1.11 -0.12 -0.82
I 1.18 -0.01 -3.78
H -0.61 2.00 1.72
H -2.05 1.22 0.87
H -1.16 0.32 2.22
H -0.75 -0.66 -0.28
H 2.18 -1.59 -1.82
H 0.39 -1.79 -1.87
H 1.90 0.51 -0.71
*
```

- HOMO (eV) = -13.54
- Kohn-Sham gap (eV) = 8.43

Here are the natural (NBO) charges for atoms 1 to 2, given in e: number 1, C, carries -0.27; number 2, C, carries 0.18

=====

x.
C3H7IN | ωB97M-V/def2-TZVPD

Geometry as ORCA input:
```
! wB97M-V def2-TZVPD RIJCOSX def2/J DEFGRID3
* xyz 1 1
I 0.96 -1.86 -1.99
C 1.06 -0.80 -0.11
N -0.31 -0.35 0.22
C -0.48 0.97 0.96
C -0.83 0.82 -0.53
H 1.75 0.10 -0.22
H 1.44 -1.55 0.56
H -0.89 -1.11 0.45
H 0.53 1.29 1.24
H -1.27 0.66 1.65
H -1.91 0.84 -0.89
H -0.07 0.99 -1.34
*
```

- SMILES = IC[NH+]1CC1
- HOMO (eV) = -13.93
- Kohn-Sham gap (eV) = 10.18

Here are the natural (NBO) charges for atoms 1 to 2, given in e: number 1, I, carries 0.19; number 2, C, carries -0.38

=====

On energetic grounds, x is preferred over the next structure by 0.0648 hartree.